Formula: C18H17N2O
Source: the OMol25 dataset
Level of theory: ωB97M-V/def2-TZVPD

Bonds (Å) are listed after each position.
Positions of all 38 atoms, in Å:
1 O -4.379 -2.774 0.947  C14 1.217
2 N -2.168 -2.812 3.824  N3 1.110
3 N -2.327 -3.123 2.771  N2 1.110, C16 1.629
4 C -3.089 -7.319 0.399  C5 1.406, C10 1.399, H24 1.084
5 C -4.206 -7.750 -0.339  C4 1.406, C7 1.393, H38 1.088
6 C -0.812 -3.466 -0.836  C13 1.540, H25 1.095, H32 1.090, H37 1.086
7 C -5.166 -6.836 -0.769  C5 1.393, C15 1.396, H27 1.088
8 C -2.390 1.215 0.941  C9 1.403, C19 1.406, H33 1.079
9 C -1.652 0.617 1.973  C8 1.403, C18 1.396, H34 1.102
10 C -3.000 -5.979 0.792  C4 1.399, C11 1.393, C20 1.511
11 C -3.972 -5.075 0.370  C10 1.393, C14 1.493, C15 1.397
12 C 0.393 -3.082 1.344  C13 1.572, H26 1.103, H28 1.097, H29 1.096
13 C -0.987 -2.949 0.604  C6 1.540, C12 1.572, C16 1.534, C21 1.573
14 C -3.593 -3.681 0.747  O1 1.217, C11 1.493, C16 1.606
15 C -5.041 -5.488 -0.429  C7 1.396, C11 1.397, H31 1.078
16 C -2.085 -3.768 1.295  N3 1.629, C13 1.534, C14 1.606, C20 1.534
17 C -2.100 -0.814 -0.373  C19 1.396, C21 1.397, H30 1.080
18 C -1.104 -0.655 1.801  C9 1.396, C21 1.407, H22 1.095
19 C -2.575 0.493 -0.251  C8 1.406, C17 1.396, H35 1.091
20 C -1.859 -5.273 1.487  C10 1.511, C16 1.534, H23 1.100, H36 1.092
21 C -1.414 -1.437 0.673  C13 1.573, C17 1.397, C18 1.407
22 H -0.405 -0.997 2.572  C18 1.095
23 H -1.876 -5.462 2.570  C20 1.100
24 H -2.287 -8.002 0.654  C4 1.084
25 H 0.242 -3.618 -1.091  C6 1.095
26 H 0.907 -2.124 1.531  C12 1.103
27 H -6.006 -7.170 -1.374  C7 1.088
28 H 1.104 -3.628 0.712  C12 1.097
29 H 0.347 -3.593 2.313  C12 1.096
30 H -2.295 -1.336 -1.298  C17 1.080
31 H -5.717 -4.736 -0.803  C15 1.078
32 H -1.302 -4.433 -0.948  C6 1.090
33 H -2.746 2.230 1.029  C8 1.079
34 H -1.530 1.144 2.933  C9 1.102
35 H -3.135 0.928 -1.080  C19 1.091
36 H -0.894 -5.631 1.122  C20 1.092
37 H -1.218 -2.813 -1.603  C6 1.086
38 H -4.301 -8.801 -0.602  C5 1.088

Results
2S+1 ... 1
HOMO energy ... -12.377 eV
Energy above the lowest of the compared OMol25 structures with the same formula, charge and spin ... 0.1802 eV
Charge ... +1
Frontier orbital gap ... 7.52 eV
Max |F| ... 3.2 eV/Å

Let us look at the natural (NBO) charges, expressed in e, one per atom:
1 O -0.462
2 N 0.328
3 N 0.147
4 C -0.199
5 C -0.145
6 C -0.604
7 C -0.197
8 C -0.185
9 C -0.196
10 C -0.006
11 C -0.124
12 C -0.625
13 C -0.117
14 C 0.527
15 C -0.156
16 C 0.177
17 C -0.147
18 C -0.249
19 C -0.200
20 C -0.479
21 C -0.065
22 H 0.213
23 H 0.251
24 H 0.230
25 H 0.245
26 H 0.251
27 H 0.241
28 H 0.237
29 H 0.205
30 H 0.204
31 H 0.241
32 H 0.220
33 H 0.233
34 H 0.231
35 H 0.230
36 H 0.263
37 H 0.241
38 H 0.239